one:
Formula: H3N3O3S
Source: the OMol25 dataset
Level of theory: ωB97M-V with the def2-TZVPD basis set

Element x y z (Å)
N  -1.883  2.951  0.625
N  -0.881  2.686  0.194
N  0.293  2.434  0.089
O  1.226  1.810  -1.889
O  1.165  2.799  -0.883
O  -0.964  -0.139  -0.560
S  0.090  -0.469  0.775
H  -1.433  -0.889  -0.601
H  1.132  2.317  -2.673
H  1.252  -0.312  0.168

charge = 0

two:
Formula: H3N3O3S
Source: the OMol25 dataset
Level of theory: ωB97M-V with the def2-TZVPD basis set

Element x y z (Å)
N  -1.590  1.315  0.557
N  -0.582  1.657  -0.099
N  0.588  1.016  0.332
O  0.318  -1.264  0.395
O  0.708  -0.043  1.107
O  1.775  1.318  -0.327
S  2.402  0.184  -1.432
H  -2.499  1.884  0.181
H  -0.258  -1.813  0.922
H  2.690  -0.665  -0.461

charge = 0
SMILES = [H]/N=N/N(OO)OS

The energetic minimum among the shown structures is one; the next structure lies 0.664 eV above.